Entry 1:
Computed, not measured: an isolated molecule of C8H8OS at a distorted geometry, with wB97M-V/def2-TZVPD.

The HOMO energy comes out at -7.46 eV. As for the relative energy (zero: lowest compared OMol25 entry of this formula, charge and spin): 100.72 kcal/mol.

Last column: Löwdin charge in e.
CARTESIAN COORDINATES (ANGSTROEM)
C  1.040  2.840  1.800  -0.16
C  1.760  1.660  1.815  -0.10
C  -0.508  0.872  -0.017  0.06
C  0.517  0.118  0.407  -0.32
C  -0.115  3.233  1.038  -0.65
C  -1.607  0.095  -0.795  -0.19
C  0.505  -1.277  -0.153  -0.10
C  -0.771  -1.126  -1.134  -0.19
O  1.599  0.509  1.181  0.02
S  -1.030  4.453  0.682  0.74
H  1.509  3.600  2.447  0.11
H  2.679  1.622  2.392  0.13
H  -2.368  -0.121  0.033  0.12
H  -2.204  0.567  -1.613  0.11
H  1.428  -1.583  -0.885  0.16
H  0.358  -2.068  0.568  0.09
H  -1.358  -2.020  -1.045  0.10
H  -0.346  -0.754  -1.997  0.08

---

Entry 2:
Computed, not measured: a cluster of 2 separate species, C2H4ClNO2 in total at a distorted geometry, with wB97M-V/def2-TZVPD.

The HOMO energy (alpha / beta) comes out at -7.45 / -7.45 eV. As for the relative energy (zero: lowest compared OMol25 entry of this formula, charge and spin): 70.17 kcal/mol.

Last column: Löwdin charge in e.
CARTESIAN COORDINATES (ANGSTROEM)
C  -0.170  -0.256  1.435  -0.36
C  1.007  -0.717  -0.669  -0.52
N  -0.596  0.952  1.260  0.11
O  -0.061  -1.239  2.069  0.12
O  0.598  -1.842  -1.323  -0.09
Cl  0.615  0.922  -1.598  0.38
H  2.077  -0.757  -0.457  0.05
H  -0.007  1.636  0.739  0.08
H  -1.332  1.492  1.765  0.14
H  -0.169  -1.905  -1.864  0.08

---

Entry 3:
Computed, not measured: a structure of composition C19H21Br2N6O2PdSe, with wB97M-V/def2-TZVPD.

The HOMO energy comes out at -16.49 eV. As for the charge: +3.

Last column: Löwdin charge in e.
CARTESIAN COORDINATES (ANGSTROEM)
Pd  0.640  0.244  0.255  0.68
C  -1.637  -1.024  2.761  0.01
C  -0.253  -0.985  3.307  -0.23
C  0.018  -1.292  4.642  0.06
C  1.307  -1.234  5.129  0.05
C  2.333  -0.841  4.261  -0.16
C  3.724  -0.712  4.634  -0.53
Br  4.265  -1.074  6.322  1.16
C  4.731  -0.306  3.716  -0.12
C  4.423  0.016  2.432  -0.56
Br  5.667  0.562  1.222  1.08
C  2.993  -0.055  1.979  -0.27
O  2.670  0.307  0.863  -0.06
C  1.974  -0.553  2.943  -0.13
N  0.741  -0.638  2.461  0.13
H  -2.362  -1.270  3.532  0.10
H  -1.698  -1.776  1.971  0.09
H  -1.888  -0.051  2.333  0.09
H  -0.796  -1.576  5.295  0.15
H  1.511  -1.476  6.163  0.12
H  5.754  -0.245  4.065  0.13
C  -1.311  3.456  -3.047  0.02
N  -0.348  2.473  -3.558  -0.10
C  -0.285  2.076  -4.870  0.01
C  0.719  1.169  -4.968  0.01
N  1.263  1.036  -3.716  -0.11
C  2.411  0.197  -3.386  0.00
C  0.600  1.828  -2.858  -0.60
Se  1.028  2.164  -1.056  0.90
H  -1.450  4.220  -3.806  0.11
H  -0.928  3.903  -2.136  0.07
H  -2.259  2.965  -2.836  0.10
H  -0.943  2.476  -5.621  0.15
H  1.099  0.633  -5.820  0.15
H  2.767  -0.266  -4.301  0.11
H  2.115  -0.575  -2.678  0.08
H  3.197  0.811  -2.953  0.10
C  -4.013  -2.153  -1.242  0.02
N  -3.113  -1.071  -0.859  -0.07
C  -3.547  0.300  -0.642  0.00
C  -2.244  1.002  -0.296  -0.49
O  -2.107  2.142  0.035  0.09
N  -1.218  0.048  -0.420  -0.03
C  -1.795  -1.133  -0.745  -0.42
N  -1.097  -2.256  -0.922  0.23
H  -4.993  -1.949  -0.817  0.11
H  -3.670  -3.100  -0.828  0.10
H  -4.105  -2.230  -2.325  0.11
H  -4.265  0.383  0.174  0.16
H  -3.989  0.735  -1.541  0.15
H  -0.093  -2.214  -0.977  0.10
H  -1.542  -3.089  -1.272  0.12

---

Entry 4:
Computed, not measured: a structure of composition C4H6InO2 at a distorted geometry, with wB97M-V/def2-TZVPD.

The spin multiplicity is 2. The HOMO energy (alpha / beta) comes out at -7.68 / -8.48 eV. The expectation value of S² is 0.768. As for the relative energy (zero: lowest compared OMol25 entry of this formula, charge and spin): 2.58 kcal/mol.

Last column: Löwdin spin population.
CARTESIAN COORDINATES (ANGSTROEM)
O  1.033  -1.535  -2.131  0.01
C  -0.071  -0.891  -1.576  0.04
H  1.606  -0.877  -2.540  0.00
H  -0.924  -1.572  -1.512  0.00
C  0.064  0.183  -0.721  0.03
C  -0.674  0.334  0.498  0.33
C  0.061  0.252  1.840  0.03
O  0.360  1.520  2.367  0.08
In  -0.266  2.511  0.839  0.45
H  -1.724  -0.005  0.492  0.00
H  0.092  0.752  -1.824  0.01
H  0.995  -0.340  1.705  0.01
H  -0.553  -0.332  2.562  0.00